1.
The following is a DFT calculation (ωB97M-V/def2-TZVPD) of a molecular structure, C23H51BNbO14.

Calculated values
- Highest occupied orbital energy: -4.55 eV
- Molar mass: 655.37 Da
- Net charge: -1

Last column: Mulliken charge in e.
Element x y z (Å)
C1 -0.4139 1.6635 1.5027  -0.325
O1 -1.3511 1.3993 0.3991  -0.111
B1 -0.9253 2.0539 -0.8612  0.335
O2 -1.6263 1.5916 -2.1069  -0.506
Nb1 0.7094 3.6587 -1.0327  -0.947
C2 1.7132 2.5565 -2.8159  -0.845
C3 3.3181 2.4227 -2.3647  0.550
O3 4.2187 3.3482 -2.7155  -0.579
O4 3.6435 1.2337 -1.5170  -0.439
H1 -0.7681 0.9933 2.4243  0.019
H2 0.6939 1.3257 1.2792  0.150
H3 -0.4824 2.7815 1.9007  0.228
H4 -1.0097 1.8311 -2.8597  0.288
H5 1.8418 2.7088 0.0406  0.072
H6 2.0354 4.9248 -1.1766  0.016
H7 -0.4102 4.5816 -2.1385  0.317
H8 0.0765 4.5585 0.4485  -0.034
H9 1.2847 1.4490 -2.9245  0.284
H10 1.6023 3.1621 -3.8308  0.260
H11 3.9140 1.5656 -0.5928  0.274
O5 6.0851 2.6142 3.1324  -0.589
C4 6.7363 1.8262 2.4495  0.748
O6 6.6107 1.8261 1.1020  -0.361
C5 7.4492 1.0764 0.2036  -0.457
C6 6.9456 -0.3455 0.0526  -0.820
C7 7.6076 0.7927 3.0976  -0.884
H12 8.4976 1.1225 0.5140  0.377
H13 7.3921 1.5811 -0.7668  0.332
H14 6.9701 -0.8854 1.0027  0.271
H15 7.5536 -0.8944 -0.6723  0.358
H16 5.9053 -0.3490 -0.2857  0.204
H17 6.9942 -0.0586 3.3964  0.232
H18 8.0702 1.2376 3.9848  0.290
H19 8.4289 0.4513 2.4682  0.318
O7 2.5039 -2.8267 2.5504  -0.664
C8 1.3806 -2.7494 3.0439  0.750
O8 1.1821 -3.0753 4.3423  -0.404
C9 -0.0445 -2.8526 5.0620  -0.246
C10 -1.0207 -3.9896 4.8330  -0.752
C11 0.1981 -2.3841 2.1980  0.373
H20 -0.4708 -1.8744 4.8188  0.253
H21 0.2216 -2.8179 6.1239  0.299
H22 -1.3041 -4.0724 3.7805  0.059
H23 -1.9289 -3.8425 5.4246  0.324
H24 -0.5680 -4.9449 5.1140  0.357
H25 -0.1547 -3.2717 1.6706  -0.385
H26 0.5135 -1.6293 1.4702  0.261
H27 -0.6235 -1.9384 2.7580  -0.219
O9 -0.8070 6.4032 -4.0336  -0.522
C12 -1.9861 6.5391 -4.3537  0.755
O10 -2.9599 6.4670 -3.4167  -0.364
C13 -4.3439 6.7862 -3.6508  -0.407
C14 -5.0842 5.5954 -4.2269  -0.947
C15 -2.3739 6.6936 -5.7935  -0.975
H28 -4.4409 7.6837 -4.2695  0.370
H29 -4.7732 7.0364 -2.6747  0.319
H30 -4.6788 5.2994 -5.1980  0.265
H31 -6.1462 5.8258 -4.3519  0.357
H32 -4.9870 4.7286 -3.5668  0.286
H33 -2.4173 5.7091 -6.2618  0.239
H34 -1.6125 7.3014 -6.2934  0.298
H35 -3.3200 7.2133 -5.9417  0.319
O11 -3.3061 -1.5379 4.2917  -0.596
C16 -3.9496 -1.2368 3.2884  0.629
O12 -4.8586 -2.0991 2.7770  -0.363
C17 -5.7850 -1.7790 1.7227  -0.397
C18 -5.1410 -1.9608 0.3624  -0.829
C19 -3.6755 0.0451 2.5612  -0.555
H36 -6.2065 -0.7785 1.8602  0.357
H37 -6.6196 -2.4815 1.8201  0.312
H38 -4.2904 -1.2880 0.2255  0.189
H39 -5.8647 -1.7691 -0.4351  0.358
H40 -4.7582 -2.9797 0.2534  0.261
H41 -2.8167 -0.0918 1.9022  -0.030
H42 -3.4474 0.8200 3.3004  0.386
H43 -4.5240 0.4162 1.9871  0.284
O13 -1.4340 -4.5353 0.5973  -0.651
C20 -0.7828 -5.3233 -0.0856  0.789
O14 -0.9084 -5.3234 -1.4330  -0.348
C21 -0.0700 -6.0731 -2.3314  -0.390
C22 -0.5736 -7.4949 -2.4825  -0.937
C23 0.0885 -6.3567 0.5625  -0.918
H44 0.9785 -6.0270 -2.0210  0.347
H45 -0.1270 -5.5683 -3.3018  0.309
H46 -0.5490 -8.0348 -1.5323  0.272
H47 0.0344 -8.0439 -3.2074  0.356
H48 -1.6139 -7.4984 -2.8207  0.295
H49 -0.5249 -7.2081 0.8614  0.263
H50 0.5511 -5.9119 1.4498  0.250
H51 0.9098 -6.6982 -0.0668  0.330

Forces on the atoms, in the same order (eV/Å):
C -0.167 -0.523 1.977
O 1.664 1.249 -1.455
B -2.544 -2.788 0.417
O 2.219 0.749 1.529
Nb 1.402 1.939 -1.312
C 2.397 -1.634 -0.623
C 2.007 3.792 -1.681
O -4.978 -6.007 2.424
O -0.166 3.126 -0.192
H 0.557 1.258 -1.941
H -2.352 1.005 0.229
H 0.388 -2.313 -1.191
H -1.235 -0.157 1.337
H 0.068 -0.477 0.240
H 0.233 0.285 0.369
H -0.532 -0.255 -0.188
H 0.130 -0.155 -0.001
H 0.964 2.277 0.214
H 0.533 -1.289 2.187
H -0.551 -0.293 -2.121
O 1.207 -1.371 -1.578
C -1.275 1.113 0.877
O -0.039 0.480 0.194
C -0.068 -0.213 -0.063
C -0.128 -0.162 0.162
C 0.808 0.070 0.210
H -0.114 -0.029 0.121
H -0.187 0.130 0.333
H 0.097 0.026 -0.078
H -0.061 0.081 0.042
H 0.164 0.079 -0.077
H 0.031 0.059 -0.031
H -0.347 -0.106 -0.069
H -0.179 -0.152 -0.068
O -1.666 -0.097 1.273
C 1.174 -0.115 -0.857
O 0.679 0.104 0.064
C -0.294 -0.047 -0.118
C -0.107 -0.138 -0.155
C -0.063 0.769 -0.012
H -0.002 -0.191 -0.111
H 0.260 -0.010 -0.269
H -0.073 0.132 0.098
H 0.106 0.050 -0.121
H 0.045 0.115 0.089
H -0.025 0.182 0.132
H 0.059 -0.318 0.019
H -0.086 -0.241 0.029
O -2.689 0.487 -0.512
C 2.234 -0.521 0.641
O 0.071 0.292 0.333
C 0.145 -0.207 -0.105
C 0.007 -0.191 -0.140
C -0.105 0.676 -0.453
H 0.072 -0.118 -0.045
H 0.357 -0.063 -0.068
H -0.073 0.106 0.046
H 0.080 -0.005 0.024
H -0.015 0.177 0.003
H 0.003 0.063 0.028
H 0.001 -0.353 0.132
H -0.092 -0.214 0.003
O -1.285 0.033 -1.582
C 1.003 -0.221 0.958
O -0.064 -0.181 0.647
C 0.153 0.050 -0.261
C 0.239 0.052 -0.088
C -0.442 0.523 0.261
H 0.180 -0.044 0.008
H 0.267 0.026 0.268
H -0.145 0.005 -0.018
H 0.047 -0.009 0.091
H -0.114 0.087 0.054
H -0.042 0.109 -0.067
H 0.215 -0.278 -0.146
H 0.154 -0.142 -0.180
O 0.929 -1.429 -1.683
C -1.072 0.907 0.847
O -0.098 0.494 0.162
C -0.004 -0.178 0.046
C -0.102 -0.176 0.135
C 0.782 0.133 0.177
H -0.155 -0.029 0.082
H -0.134 0.134 0.343
H 0.104 0.037 -0.091
H -0.058 0.076 0.061
H 0.150 0.072 -0.046
H 0.025 0.061 -0.012
H -0.306 -0.105 -0.064
H -0.171 -0.125 -0.042


2.
The following is a DFT calculation (ωB97M-V/def2-TZVPD) of 12 unconnected molecules or ions with the total composition C23H51Cl6N5O22.

Calculated values
- Highest occupied orbital energy: -10.51 eV
- SMILES: C[N+](=O)[O-].C[N+](=O)[O-].C[N+](=O)[O-].C[N+](=O)[O-].C[N+](=O)[O-].COC(=O)OC.COC(=O)OC.COC(=O)OC.COC(=O)OC.ClCCCl.ClCCCl.ClCCCl
- Energy above the lowest of the compared OMol25 structures with the same formula, charge and spin: 65.7 kJ/mol
- Molar mass: 962.39 Da

Last column: Mulliken charge in e.
Element x y z (Å)
C1 7.4351 0.9990 -5.5558  -0.610
N1 6.3127 0.8721 -4.5281  0.785
O1 5.3717 1.6795 -4.6195  -0.506
O2 6.2488 -0.0989 -3.8136  -0.487
H1 8.1864 0.2634 -5.2685  0.294
H2 7.7984 2.0255 -5.6068  0.258
H3 6.9786 0.8014 -6.5256  0.266
C2 -4.6608 -4.8539 6.5346  -0.634
N2 -3.2539 -4.9731 6.9014  0.868
O3 -2.3821 -5.0840 6.0675  -0.538
O4 -3.0349 -4.9467 8.0619  -0.521
H4 -4.6821 -5.2579 5.5224  0.293
H5 -4.9350 -3.8153 6.7194  0.256
H6 -5.2598 -5.4852 7.1910  0.276
C3 1.3414 -1.7499 1.0922  -0.617
N3 1.2317 -0.3424 1.5935  0.804
O5 1.0091 -0.1836 2.7975  -0.510
O6 1.2095 0.6076 0.8451  -0.507
H7 1.7589 -2.4314 1.8334  0.273
H8 1.9508 -1.7002 0.1898  0.281
H9 0.3914 -2.1696 0.7612  0.277
C4 -5.9278 -6.3054 -4.6378  -0.689
N4 -5.4589 -5.6228 -3.4190  0.796
O7 -4.5197 -4.8520 -3.6045  -0.484
O8 -5.8850 -5.9534 -2.2975  -0.492
H10 -5.0561 -6.7592 -5.1093  0.281
H11 -6.4716 -5.6959 -5.3595  0.276
H12 -6.6304 -7.0840 -4.3406  0.312
C5 4.8006 5.7620 3.8709  -0.642
N5 5.9037 5.6319 4.8619  0.815
O9 7.0350 5.2599 4.4788  -0.513
O10 5.6005 5.8884 5.9927  -0.499
H13 3.9880 5.0724 4.0996  0.275
H14 5.1548 5.6393 2.8474  0.285
H15 4.4241 6.7525 4.1266  0.280
C6 -8.6399 1.7628 -4.2563  -0.609
O11 -7.5894 1.3073 -3.4237  -0.301
C7 -7.6840 1.3105 -2.1040  0.793
O12 -8.7575 1.6606 -1.5299  -0.603
O13 -6.4588 1.1432 -1.5116  -0.285
C8 -6.4716 1.2908 -0.1032  -0.637
H16 -9.5579 1.1898 -4.1257  0.296
H17 -8.1950 1.6996 -5.2494  0.211
H18 -8.9737 2.7689 -4.0026  0.306
H19 -5.4396 1.4494 0.2097  0.222
H20 -6.8624 0.4223 0.4271  0.285
H21 -7.1916 2.0652 0.1615  0.322
C9 -2.6303 5.6687 6.5821  -0.599
O14 -2.8488 6.7689 5.6854  -0.291
C10 -1.8801 7.6591 5.5079  0.773
O15 -0.8863 7.8275 6.2830  -0.585
O16 -2.2790 8.4573 4.4673  -0.283
C11 -1.7425 9.7741 4.4095  -0.667
H22 -3.4479 4.9533 6.4930  0.223
H23 -2.5672 5.9878 7.6225  0.278
H24 -1.6923 5.2010 6.2831  0.300
H25 -2.2602 10.5018 5.0343  0.287
H26 -1.7957 10.1455 3.3861  0.255
H27 -0.6810 9.8338 4.6501  0.311
C12 12.1622 -4.7708 -1.8645  -0.659
O17 10.9130 -5.1168 -1.2312  -0.316
C13 9.9077 -5.5013 -1.9892  0.823
O18 10.0183 -5.6630 -3.1777  -0.565
O19 8.8323 -5.7236 -1.2025  -0.315
C14 7.5427 -6.1290 -1.8007  -0.629
H28 12.7796 -5.5710 -2.2727  0.286
H29 12.7436 -4.1931 -1.1459  0.252
H30 11.9780 -4.0899 -2.6955  0.301
H31 7.1279 -6.8932 -1.1434  0.248
H32 7.6086 -6.5826 -2.7897  0.315
H33 6.8115 -5.3210 -1.7809  0.260
C15 -3.8961 6.7150 -3.4333  -0.668
O20 -4.9657 6.7498 -4.3447  -0.280
C16 -4.7639 7.1911 -5.5322  0.836
O21 -3.6460 7.5114 -6.0149  -0.608
O22 -5.9084 7.1239 -6.2007  -0.302
C17 -5.9400 7.6242 -7.5053  -0.674
H34 -3.3313 7.6444 -3.3600  0.301
H35 -3.1595 5.9764 -3.7493  0.300
H36 -4.1656 6.4099 -2.4221  0.248
H37 -6.9063 8.1282 -7.5231  0.240
H38 -5.8242 6.8893 -8.3019  0.266
H39 -5.1570 8.3656 -7.6644  0.342
Cl1 -0.1826 -9.4981 -0.3682  -0.187
C18 -0.1944 -9.3761 1.4319  -0.358
C19 -0.9972 -10.5245 1.9765  -0.481
Cl2 -2.7177 -10.1448 1.8980  -0.180
H40 -0.6701 -8.4831 1.8372  0.325
H41 0.8332 -9.5338 1.7597  0.265
H42 -0.8110 -10.6385 3.0444  0.268
H43 -0.8576 -11.4985 1.5076  0.347
Cl3 5.1713 -3.0064 10.2838  -0.174
C20 4.2277 -1.8277 9.3399  -0.473
C21 4.8214 -0.4532 9.2689  -0.351
Cl4 6.4537 -0.5690 8.7223  -0.169
H44 3.1992 -1.8221 9.7008  0.321
H45 4.1871 -2.2129 8.3210  0.294
H46 4.7529 0.0403 10.2383  0.297
H47 4.3256 0.1312 8.4938  0.255
Cl5 1.1980 -2.1139 -7.4443  -0.186
C22 -0.2141 -1.0661 -7.0927  -0.466
C23 -0.3174 0.2190 -7.9573  -0.363
Cl6 -0.6075 -0.2536 -9.6302  -0.180
H48 -0.0769 -0.7865 -6.0482  0.292
H49 -1.0957 -1.7057 -7.1363  0.332
H50 0.5627 0.8594 -8.0159  0.303
H51 -1.1925 0.7511 -7.5842  0.269

Forces on the atoms, in the same order (eV/Å):
C -0.328 -0.055 0.573
N -2.259 0.763 -1.099
O 1.748 -0.448 0.001
O 0.979 -0.057 0.082
H -0.062 0.234 -0.214
H -0.057 -0.143 0.453
H -0.031 -0.303 0.207
C -0.449 -0.603 -0.796
N 0.592 -0.229 -0.637
O -0.274 0.012 -0.990
O 0.492 0.150 3.006
H -0.583 0.710 -0.093
H -0.065 -0.102 -0.564
H 0.292 0.056 0.064
C 0.673 -0.210 -0.957
N -1.735 0.776 2.026
O 0.596 -1.005 -0.671
O 0.569 -0.730 -1.060
H 0.045 0.560 0.117
H 0.169 -0.019 0.205
H -0.320 0.639 0.342
C -1.017 -1.338 -0.262
N 1.180 0.215 1.482
O -1.044 -0.323 0.357
O 0.306 0.619 -2.220
H -0.065 0.223 0.090
H 0.440 0.606 0.393
H 0.207 0.003 0.166
C -0.191 0.531 0.007
N 1.810 -1.434 -1.190
O -2.095 0.759 0.551
O 0.116 0.162 0.759
H 0.389 -0.214 0.166
H 0.075 0.145 0.328
H -0.110 0.044 -0.620
C -0.685 0.187 0.298
O 1.588 -0.818 0.535
C -2.894 2.703 1.594
O 3.568 -1.653 -1.225
O -1.753 -0.457 -1.463
C -0.573 -0.016 0.793
H 0.259 -0.517 -0.221
H -0.478 0.063 0.053
H 0.548 0.243 -0.002
H -0.241 0.284 -0.100
H 0.144 -0.432 -0.354
H 0.523 0.419 0.090
C 0.742 0.010 0.028
O -0.155 -0.291 -0.387
C 2.004 1.675 2.783
O -3.442 -0.684 -3.354
O 0.599 -0.627 1.058
C 0.969 0.742 -0.391
H -0.032 0.359 -0.346
H 0.081 0.232 -0.131
H -0.045 -0.167 0.261
H -0.293 -0.409 0.241
H -0.389 -0.408 -0.079
H -0.037 -0.434 0.311
C -0.162 1.023 -0.493
O 0.972 0.179 1.088
C -0.202 -0.612 -0.763
O -0.785 -0.036 -0.077
O -0.622 -0.005 -0.803
C 0.459 -0.349 0.510
H -0.529 -0.503 0.365
H -0.222 -0.348 0.261
H -0.223 -0.080 -0.072
H 0.330 -0.005 0.159
H 0.485 0.399 -0.007
H 0.501 0.340 -0.172
C 1.980 -0.357 0.358
O -1.158 -0.356 2.276
C 3.781 0.521 -3.079
O -3.181 -0.504 1.352
O 0.209 -0.513 0.822
C -0.127 1.372 -0.735
H -0.400 0.248 -0.238
H -0.025 -0.086 -0.265
H -0.901 0.152 -0.355
H 0.015 -0.123 -0.649
H -0.215 -0.364 0.373
H 0.018 0.001 0.142
Cl -0.047 0.550 0.435
C 0.095 -1.243 -0.131
C -0.240 -0.426 0.780
Cl -0.804 -0.002 -0.211
H 0.483 0.313 -0.578
H 0.000 0.484 -0.078
H 0.274 0.031 -0.025
H 0.236 0.297 -0.186
Cl -0.173 0.173 0.191
C -0.655 -0.561 -0.878
C -0.779 0.114 0.464
Cl 1.558 0.232 -0.302
H 0.150 0.105 0.260
H 0.061 -0.188 0.070
H 0.238 0.149 -0.135
H -0.400 -0.026 0.327
Cl -0.137 0.221 -0.218
C 0.589 0.696 0.409
C -0.150 -1.298 0.447
Cl -0.321 -0.033 -0.705
H -0.072 0.160 -0.037
H 0.001 0.294 -0.376
H -0.043 -0.246 0.630
H 0.137 0.207 -0.142